Record 1
DFT (wB97M-V/def2-TZVPD) results for a structure of composition C5H10Cl3GeKO2Se2.

XYZ file:
```
24
Properties=species:S:1:pos:R:3:forces:R:3:lowdin_charge:R:1
K -0.243 -0.426 0.687 -0.11 0.68 -0.38 0.30
O -0.396 5.923 2.874 -0.05 -0.09 -0.05 -0.07
C -1.049 4.716 2.431 0.00 0.21 0.19 -0.21
C -0.105 3.510 2.360 0.03 0.19 -0.34 -0.61
C 0.827 3.509 3.578 -0.06 -0.08 0.17 -0.23
O 0.148 3.752 4.803 0.10 0.05 -0.11 -0.05
C -0.950 2.234 2.321 0.19 -0.11 0.07 -0.65
Se -2.122 2.034 0.730 0.13 0.09 0.21 0.31
C 0.740 3.663 1.083 -0.28 -0.18 0.08 -0.59
Se 2.042 2.279 0.737 0.11 -0.05 0.03 0.72
H 0.175 6.236 2.167 0.01 0.01 -0.01 0.08
H -1.554 4.870 1.478 0.04 -0.05 -0.04 0.10
H -1.821 4.524 3.176 0.01 -0.05 0.01 0.13
H 1.629 4.244 3.449 0.00 0.03 -0.06 0.12
H 1.294 2.524 3.662 -0.01 0.01 0.04 0.12
H -0.072 4.691 4.790 -0.04 -0.04 0.05 0.08
H -1.522 2.195 3.248 -0.17 0.01 -0.12 0.07
H -0.237 1.402 2.405 -0.11 0.04 -0.03 -0.03
H 1.232 4.634 1.032 0.05 0.01 -0.02 0.05
H 0.039 3.529 0.245 0.03 0.12 -0.01 0.01
Cl 2.105 -3.202 4.208 -0.14 0.09 -0.04 -0.18
Ge 0.334 -1.936 3.568 0.07 -0.29 0.09 -0.06
Cl -1.287 -3.015 4.694 0.09 0.03 0.00 -0.15
Cl -0.056 -3.060 1.477 0.11 -0.64 0.28 -0.24
```
Positions in Å, forces in eV/Å.

## Properties
- Net charge: -1
- LUMO (alpha / beta): 2.08 / 0.13 eV
- Multiplicity: 2
- Frontier orbital gap (alpha / beta): 0.238 / 0.166 Ha



Record 2
DFT (wB97M-V/def2-TZVPD) results for a structure of composition C29H20BClCrI2N3O5 at a distorted geometry.

XYZ file:
```
62
Properties=species:S:1:pos:R:3:forces:R:3:lowdin_charge:R:1
Cr -0.703 -0.420 -0.569 0.67 0.58 0.70 0.78
C -2.600 1.340 -4.349 -0.01 -0.04 0.16 -0.01
C -2.670 2.197 -3.125 0.15 -0.29 0.09 -0.25
N -3.303 3.340 -3.197 0.02 -0.16 -0.21 0.12
C -3.323 4.150 -2.132 0.10 0.23 0.44 -0.10
C -2.682 3.887 -0.943 0.12 -0.13 -0.05 -0.14
C -2.680 4.909 0.167 -0.37 0.00 -0.11 -0.22
O -1.380 5.204 0.637 0.30 0.12 0.07 -0.06
C -2.008 2.639 -0.803 -0.58 -0.31 -1.73 -0.05
C -1.391 2.267 0.415 0.73 -0.66 0.91 -0.01
N -0.712 1.164 0.635 -0.86 0.99 -0.71 0.00
C -0.317 0.937 1.964 0.20 0.07 1.25 -0.34
C -1.281 0.915 2.977 0.04 -0.04 -0.26 -0.02
C -0.946 0.609 4.282 0.05 0.13 0.15 -0.09
C 0.370 0.338 4.617 -0.04 0.03 -0.08 -0.13
C 1.345 0.389 3.636 -0.03 0.05 0.06 -0.17
C 1.003 0.690 2.331 0.35 0.11 -0.57 -0.59
I 2.561 0.843 0.917 -0.17 -0.02 0.43 1.15
C -2.047 1.742 -1.920 -0.42 1.70 1.01 -0.23
O -1.586 0.541 -1.842 -0.23 -0.79 -0.58 -0.14
H -3.301 1.706 -5.093 -0.04 0.01 -0.02 0.08
H -2.820 0.306 -4.092 -0.02 -0.08 -0.10 0.07
H -1.593 1.378 -4.764 0.09 -0.09 -0.05 0.09
H -3.894 5.060 -2.270 0.08 0.14 0.12 0.11
H -3.237 4.539 1.035 0.08 0.06 -0.06 0.13
H -3.179 5.825 -0.177 -0.03 -0.19 0.01 0.12
H -0.829 5.433 -0.119 -0.02 0.01 0.05 0.10
H -1.479 2.971 1.240 0.06 -0.08 0.00 0.13
H -2.314 1.112 2.720 -0.04 -0.04 -0.06 0.12
H -1.714 0.596 5.042 -0.06 -0.05 0.02 0.11
H 0.639 0.080 5.630 0.02 0.01 0.09 0.11
H 2.378 0.196 3.879 0.10 -0.02 0.04 0.09
Cl -2.303 -6.956 0.015 -0.13 -0.28 0.02 0.70
C -1.690 -5.365 0.284 0.23 0.04 0.61 -0.61
C -1.238 -5.010 1.540 -0.35 -0.58 -0.79 -0.16
C -0.701 -3.749 1.764 0.48 1.28 0.03 -0.60
I 0.053 -3.224 3.655 -0.19 -0.20 -0.41 0.97
C -0.646 -2.788 0.753 -0.24 -1.27 0.34 -0.40
O -0.201 -1.578 0.867 -0.18 0.79 0.04 -0.17
C -1.152 -3.162 -0.524 -0.05 -0.67 0.21 -0.13
N -1.107 -2.166 -1.442 -0.55 -1.03 -1.28 0.03
C -1.500 -2.454 -2.681 0.38 0.52 0.54 -0.06
C -1.965 -3.715 -3.052 -0.12 -0.59 0.17 -0.02
C -2.065 -4.721 -2.116 0.15 0.44 -0.11 0.00
C -1.648 -4.458 -0.794 0.07 0.43 -0.12 -0.17
H -1.296 -5.722 2.347 0.02 -0.10 0.04 0.10
H -1.427 -1.651 -3.402 -0.03 0.06 0.03 0.12
H -2.238 -3.891 -4.083 -0.05 0.03 0.01 0.11
H -2.441 -5.698 -2.375 -0.02 -0.05 -0.05 0.09
O 1.859 -1.158 -2.063 0.46 -0.85 -0.23 0.15
B 0.941 -0.193 -1.714 -0.47 -0.26 0.53 -0.65
O 1.318 1.038 -2.207 0.04 0.92 -0.47 0.11
C 2.533 0.852 -2.801 0.50 -0.60 -0.08 -0.22
C 3.392 1.774 -3.364 -0.40 -0.03 0.20 0.01
C 4.594 1.291 -3.860 0.13 -0.04 -0.06 -0.09
C 4.913 -0.058 -3.796 0.14 0.11 -0.09 -0.09
C 4.056 -0.987 -3.227 -0.41 -0.08 0.25 0.01
C 2.864 -0.507 -2.721 0.21 0.79 -0.18 -0.20
H 3.149 2.823 -3.394 -0.08 0.13 -0.02 0.12
H 5.297 1.984 -4.295 0.08 0.05 -0.06 0.10
H 5.860 -0.393 -4.184 0.15 -0.05 -0.09 0.10
H 4.318 -2.030 -3.168 0.00 -0.17 0.04 0.12
```
Positions in Å, forces in eV/Å.

## Properties
- LUMO (alpha / beta): -0.82 / -0.84 eV
- Multiplicity: 2
- Frontier orbital gap (alpha / beta): 0.258 / 0.248 Ha



Record 3
DFT (wB97M-V/def2-TZVPD) results for a structure of composition C35H31GeIN2O4Pd.

XYZ file:
```
75
Properties=species:S:1:pos:R:3:forces:R:3:lowdin_charge:R:1
Pd -1.313 0.082 -1.844 -0.01 0.74 0.06 0.86
C -2.121 4.836 -2.388 0.01 -0.03 -0.04 0.01
C -0.756 4.294 -2.185 0.04 0.16 0.05 -0.19
N 0.200 5.091 -1.758 -0.25 0.16 0.01 0.16
C 1.429 4.615 -1.611 0.18 -0.06 0.00 0.00
C 1.828 3.299 -1.949 -0.06 -0.15 -0.02 -0.08
C 3.285 2.918 -1.761 0.00 -0.17 -0.04 -0.20
O 4.095 3.988 -1.366 0.01 0.08 0.03 -0.03
C 0.860 2.404 -2.360 0.10 0.15 0.05 -0.05
C 1.264 1.062 -2.764 -0.05 -0.14 0.01 -0.02
N 0.539 0.007 -2.715 0.02 0.34 0.07 -0.02
C 1.022 -1.223 -3.241 0.02 -0.11 -0.09 -0.24
C 1.769 -1.211 -4.420 -0.02 -0.06 0.09 -0.01
C 2.238 -2.394 -4.956 0.03 0.00 -0.04 -0.04
C 1.954 -3.595 -4.322 0.00 -0.04 0.00 -0.04
C 1.188 -3.602 -3.171 -0.02 0.07 0.04 -0.02
C 0.691 -2.425 -2.614 -0.01 0.04 -0.12 -0.15
I -2.549 -1.063 -4.045 -0.03 -0.22 0.07 0.65
C -0.513 2.870 -2.441 -0.11 -0.02 0.02 -0.27
O -1.500 2.154 -2.713 0.12 -0.14 -0.13 -0.03
H -2.152 5.871 -2.061 -0.01 0.00 0.00 0.10
H -2.859 4.238 -1.854 0.01 0.00 0.02 0.10
H -2.394 4.777 -3.445 0.01 0.00 0.00 0.11
H 2.178 5.287 -1.212 -0.06 0.04 0.00 0.13
H 3.668 2.441 -2.671 -0.01 0.02 0.01 0.13
H 3.341 2.169 -0.964 0.00 0.00 -0.02 0.14
H 4.465 4.437 -2.133 0.02 -0.02 0.00 0.11
H 2.280 0.962 -3.142 -0.02 -0.05 0.01 0.14
H 1.944 -0.278 -4.940 -0.01 0.01 0.00 0.12
H 2.811 -2.381 -5.873 0.00 0.00 0.00 0.12
H 2.319 -4.527 -4.730 0.01 0.00 -0.01 0.12
H 0.969 -4.546 -2.685 -0.01 -0.01 0.00 0.13
O -3.102 0.262 -0.831 -0.27 -0.17 -0.23 -0.09
C -2.688 0.856 0.198 0.26 0.20 0.26 -0.66
O -1.487 1.261 0.263 -0.10 -0.11 -0.08 -0.07
C -3.535 0.908 1.440 -0.05 -0.01 -0.07 -0.13
C -2.630 0.733 2.666 0.17 0.11 -0.04 -0.21
Ge -1.075 -0.382 2.196 0.00 -0.10 0.04 1.07
C -1.293 -1.557 0.615 0.04 0.14 -0.12 -0.24
C -0.459 -1.312 -0.577 -0.08 -0.23 -0.22 -0.23
C -0.175 -2.552 -1.376 0.20 -0.19 0.19 -0.27
C -1.441 -3.340 -1.600 -0.03 0.08 -0.02 -0.07
C -2.418 -3.307 -0.683 0.07 -0.01 -0.07 -0.05
C -2.242 -2.517 0.518 -0.11 -0.02 0.24 -0.05
C 0.708 0.380 2.331 -0.12 -0.12 -0.10 -0.28
C 0.902 1.617 2.937 -0.13 0.15 0.02 -0.09
C 2.173 2.165 3.044 0.06 0.01 -0.02 -0.06
C 3.271 1.480 2.544 -0.03 -0.02 -0.02 -0.06
C 3.095 0.243 1.936 0.03 0.06 0.03 -0.07
C 1.822 -0.298 1.831 -0.05 -0.07 0.02 -0.14
C -1.082 -1.962 3.529 0.06 -0.09 0.22 -0.13
C -2.278 -2.365 4.156 -0.23 0.12 -0.07 -0.06
C -2.217 -2.904 5.419 -0.13 0.00 -0.09 -0.02
C -0.970 -3.214 5.976 0.05 -0.06 0.12 0.02
C 0.216 -2.978 5.280 0.06 0.00 -0.08 -0.02
C 0.154 -2.439 4.015 0.18 0.03 -0.05 -0.03
H -4.279 0.116 1.363 -0.02 0.01 -0.01 0.13
H -4.079 1.854 1.476 0.02 0.01 0.01 0.14
H -3.188 0.356 3.520 0.05 -0.07 0.01 0.07
H -2.212 1.698 2.959 -0.01 -0.04 0.01 0.07
H 0.408 -0.684 -0.404 0.19 -0.17 0.26 0.09
H 0.417 -3.184 -0.680 -0.02 0.01 -0.06 0.18
H -1.494 -3.997 -2.459 0.00 -0.02 -0.01 0.12
H -3.304 -3.918 -0.788 -0.02 0.01 -0.02 0.12
H -2.920 -2.713 1.342 0.03 -0.02 0.01 0.11
H 0.063 2.183 3.325 0.00 -0.05 0.00 0.10
H 2.304 3.127 3.519 0.00 0.00 0.01 0.12
H 4.262 1.905 2.635 0.01 0.00 0.00 0.12
H 3.949 -0.303 1.557 0.00 0.00 -0.01 0.11
H 1.713 -1.270 1.362 -0.02 -0.05 -0.03 0.10
H -3.238 -2.147 3.703 -0.02 0.01 0.05 0.12
H -3.117 -3.110 5.981 -0.05 0.01 -0.06 0.13
H -0.933 -3.704 6.941 0.01 0.02 0.01 0.13
H 1.163 -3.251 5.724 0.04 0.01 -0.06 0.13
H 1.055 -2.294 3.434 0.06 0.01 0.05 0.11
```
Positions in Å, forces in eV/Å.

## Properties
- Net charge: +2
- LUMO (alpha / beta): -6.13 / -8.99 eV
- Multiplicity: 5
- Frontier orbital gap (alpha / beta): 0.268 / 0.179 Ha